This record from the Open Molecules 2025 dataset describes a 15-piece molecular cluster, C16H62N8O21 overall at a distorted geometry. The level of theory is wB97M-V/def2-TZVPD.

```
107
Properties=species:S:1:pos:R:3:forces:R:3:mulliken_charge:R:1
C -4.665144 0.323411 0.375924 0.7453 0.2422 -0.3305 0.440
H 3.037646 -1.791719 3.013084 0.2289 -0.4730 0.5453 0.191
H -3.098224 -0.171739 -4.668296 -0.0210 -0.2273 -0.1601 0.304
H -0.666194 -0.938979 5.196704 0.2780 0.2903 -0.8918 0.310
H -1.851504 4.381951 -3.731256 -0.1847 0.2537 -0.1500 0.305
O -3.233004 -0.974119 4.243514 0.4000 -0.7484 0.1483 -0.605
C 1.005836 1.148991 3.251614 -0.2659 -0.3450 0.2251 0.370
H -0.266864 -1.170789 0.675454 -0.3390 -0.3004 0.0895 -0.639
O -4.526004 -0.445839 1.558044 -0.2185 0.6777 0.1528 -0.603
H 0.348246 4.348051 0.906814 -0.2219 -0.4376 0.2059 0.175
O -1.171694 5.261571 2.058644 0.6638 0.1005 0.3102 -0.625
H -3.815324 0.131691 -0.279176 0.7434 0.4076 0.1256 -0.456
H 1.572926 5.024371 -2.457766 0.0467 -0.1725 0.7762 0.455
N -2.730444 -3.599689 -0.806566 0.6024 -0.6413 -5.4247 -0.258
O -0.360174 -1.846099 -3.596496 -0.5487 -0.0150 -0.7236 -0.784
H -2.322014 -4.939289 1.940814 -0.0183 0.2140 -0.2440 0.303
N 5.214086 -1.761409 -1.250666 1.0315 -0.1080 -4.6868 -0.305
H 2.897446 1.049361 -2.294656 -0.5265 0.3895 -0.1064 0.247
H 3.695466 0.092001 -3.154036 -0.2162 -0.1534 -0.3445 0.358
C 1.603456 -2.869519 2.196014 0.6109 3.8724 0.3480 0.296
H 4.025096 -0.633519 1.278294 -0.5782 0.8589 -0.4270 0.075
H -4.771574 2.378131 -0.255076 -1.0235 -0.2329 -0.3948 0.379
O 2.474986 2.855331 -4.921276 -0.7290 1.2089 1.4489 -0.554
H 3.476856 4.097741 -3.513496 0.3046 -0.1348 -0.2691 0.345
O 0.038096 3.306161 3.568774 -0.3246 0.7798 -0.3884 -0.523
C -0.389164 5.150751 0.905714 -1.6799 0.2286 -1.5398 -0.403
H 0.504986 3.959181 -3.283996 -0.0942 -0.2750 0.2848 -0.118
N 2.483876 -2.625819 3.146244 2.6875 1.2903 1.1427 -0.347
C 2.470916 -4.259829 -2.773676 -0.1780 -0.1074 0.0666 -0.962
H -2.489644 0.388771 -3.400476 0.2501 -0.0035 0.7142 0.310
H 4.929486 -1.014669 -1.868296 0.3145 -0.3193 0.1136 0.145
H -1.052134 1.671201 2.928884 -0.1109 0.4222 -0.1141 0.085
H 0.103106 -2.308239 -2.897906 0.0737 -0.2889 0.7117 0.399
H 3.929746 -0.092649 -0.458676 -0.0630 0.2121 0.5359 0.154
H 1.311446 -4.358629 3.333444 -0.9674 -0.5719 -0.3989 0.194
N 0.547136 0.404671 -0.813616 4.7993 1.9527 -0.1305 0.890
H 1.418646 1.526711 2.316184 -0.0692 0.4493 0.0490 0.174
H 3.361206 2.623711 -5.208616 0.1334 0.1888 0.1757 0.277
H -5.421934 -0.122429 -0.269516 -1.1239 0.6393 0.2816 0.356
H 2.180786 -3.765919 -3.701026 0.4506 0.5123 -0.0835 0.398
H 0.065036 0.711991 -4.511926 -0.3024 -0.0204 -0.2500 0.299
O 0.663066 -3.232379 -1.408966 0.2444 -0.5907 -0.8971 -0.374
C 2.088056 -3.388669 -1.578156 -0.3155 -0.3386 0.4421 0.539
H 1.018736 -5.224179 -3.274786 -0.5839 -0.9518 0.0886 0.357
H -2.143784 3.531331 -1.288836 0.0315 0.0873 -0.3853 0.303
H -2.233084 -4.322139 -1.307376 -0.1041 0.2522 -0.1587 0.075
O 1.810576 -5.519779 -2.819586 -0.5178 0.4615 0.0959 -0.571
C -1.135134 -1.904769 5.008394 -0.5251 -0.1805 -0.9187 -0.361
H -0.005474 -4.078439 2.193994 0.2395 -0.0700 -0.1381 0.099
O 1.376076 -2.034299 1.332914 -0.4324 0.2796 -1.8551 -0.037
O -3.503414 2.288951 1.195604 0.2570 -0.2733 1.5378 -0.299
O -1.891284 3.692761 -0.376816 -0.2335 -0.0203 0.7614 -0.473
C -2.703994 -3.589459 0.467764 -3.2128 3.6588 2.3789 0.584
H 0.177106 6.053931 0.678334 0.0653 0.4850 0.2693 0.353
H 0.723616 1.034711 -1.583026 0.9604 0.0478 0.3984 -0.389
H 2.492106 -2.384629 -1.707606 0.4900 -0.0744 0.0806 -0.116
C -0.711674 0.202481 -0.713596 -0.9453 -2.1378 -0.6488 0.231
C 1.501266 4.007801 -2.844496 -0.2795 -0.5452 -1.6599 -0.178
H -0.387004 -2.653469 4.747954 0.1851 0.0121 0.0609 0.050
H 0.807136 0.103891 3.014144 -0.2863 -0.2651 0.3169 -0.277
O 1.674016 2.919811 -1.915246 0.1775 1.3054 -0.7302 -0.062
H 1.361676 1.477531 -4.355136 0.5039 0.6026 -0.2966 0.236
C -0.262674 1.932571 3.633544 1.0463 -0.6958 -0.1698 -0.136
H 2.148186 3.301221 -1.172756 0.0258 -0.2131 0.3469 0.149
H 2.408006 -3.845959 -0.641876 0.6726 0.0722 -0.1063 0.394
H -1.256694 3.099321 -3.189996 0.0291 -0.5688 0.0701 0.130
C 4.864076 -1.783269 0.017874 1.6425 -0.5992 -3.2066 0.636
H -2.518154 -2.790389 3.431444 0.0011 0.1050 -0.0205 0.203
H -2.151694 5.783201 -0.141796 -0.2548 -0.1276 -0.0348 0.368
H 2.376566 4.921491 -4.615136 -0.2521 0.0661 0.1265 0.383
N -2.105734 -4.623979 1.005984 1.8435 -2.1778 1.8582 -0.427
C -4.707134 1.839991 0.690624 -0.5977 -1.3060 -1.7522 -0.640
O 5.294786 -2.687889 0.643664 0.3812 -2.6793 4.3039 -0.702
O 3.765216 0.655201 -2.383216 0.4545 -0.0196 0.2376 -0.809
H -2.421494 -1.643489 6.284504 -0.6071 0.0342 0.6522 0.386
O -1.659314 -2.227129 6.290954 -0.5377 -0.3498 -0.9256 -0.606
C -2.177854 -1.812249 3.771374 1.2211 1.2576 2.7799 0.484
N 4.160276 -0.738429 0.282894 -2.3127 2.3393 3.2584 -0.111
N 0.932776 -3.895159 2.519874 -3.1511 -5.0231 0.4079 -0.354
H -0.622964 1.717171 4.639474 0.0745 -0.4502 0.0937 0.254
N -0.964884 -0.861609 0.014184 -1.9238 -1.9181 2.0786 1.553
O -3.305434 -2.657259 1.069464 1.3444 -1.8654 0.1726 -0.702
H -4.056704 -1.220309 1.239374 -0.0094 -0.5835 0.4511 0.549
H 1.930326 0.586381 4.904624 -0.1799 -0.0077 0.0608 0.376
H 3.530456 -4.515639 -2.779536 0.1198 0.6107 0.1564 0.339
H -1.902004 -1.238299 0.018434 0.1560 0.2546 0.5373 -0.750
H -3.633774 -0.570179 3.470324 -0.5071 0.2621 -0.4337 0.353
H -0.798254 5.191751 -1.158006 -0.1563 0.3618 -0.4653 0.196
H 0.812366 3.510521 4.098244 0.0994 -0.2271 0.1811 0.258
H 0.582426 -2.769899 -0.571586 -0.2291 0.3183 0.3218 0.110
O -1.984024 3.708681 -3.063886 -0.0634 0.0722 -0.2239 -0.669
H -3.095904 2.780151 0.478484 0.7657 0.3699 0.2598 0.330
O 0.941646 0.646551 -4.133116 -0.1076 -0.3699 0.4072 -0.651
O 2.046456 1.262281 4.232854 -0.0252 0.1682 -0.3020 -0.624
H -0.805624 4.611801 2.663114 -0.1736 -0.2657 0.6491 0.466
O -3.207334 0.523401 -4.019366 -0.1484 0.1939 -0.3418 -0.674
C -1.400544 5.003691 -0.269206 2.0368 -0.1352 0.1758 -0.485
H -1.633334 -1.232519 3.026044 0.1227 -0.5201 -0.5441 -0.221
H 5.796006 -2.510079 -1.598456 -0.2315 0.2762 0.1232 0.162
H -1.622224 -5.246539 0.374534 -0.1488 -0.1865 0.4472 0.117
O -1.461674 0.740611 -1.472686 -3.0792 1.8157 -1.9077 -0.574
C 2.502166 4.032501 -3.997056 0.9368 -1.2358 -0.4591 -0.579
H -5.600184 2.037531 1.283534 0.2177 0.2941 0.4585 0.298
H -3.137094 -2.885599 -1.393756 0.0917 0.1438 0.5448 0.205
H 1.203496 -0.109659 -0.243746 0.2879 0.2717 -0.4574 -0.141
H 2.519986 -3.224819 3.958644 0.6261 0.7291 -0.1162 0.160
H -0.166614 -0.921489 -3.442016 0.2213 0.1491 0.1709 0.254
```
Positions in Å, forces in eV/Å.

* E_HOMO: -0.323 hartree
* orbital gap: 8.7 eV

***

This record from the Open Molecules 2025 dataset describes a 6-piece molecular cluster, C16H8Cl16O8 overall at a distorted geometry. The level of theory is wB97M-V/def2-TZVPD.

```
48
Properties=species:S:1:pos:R:3:forces:R:3:mulliken_charge:R:1
H 3.600057 -1.539236 0.002232 1.3528 -0.6375 -0.1038 0.531
C 1.652741 -1.143202 -0.038229 -0.1162 0.0841 0.0059 0.201
C 0.521370 -0.192801 0.261815 0.4709 0.4642 1.0726 0.902
C -1.696347 -2.490347 -3.142037 -0.1539 -2.3312 1.4643 0.818
O -3.087292 -3.734327 -6.318658 -0.1266 1.2840 1.3179 -0.582
Cl -1.678990 6.117531 3.303798 0.0801 -0.0359 -0.0617 -0.122
Cl -0.139883 4.768304 1.262765 0.0308 0.2090 -0.5410 -0.032
Cl 1.553311 -1.200059 4.125260 -0.1317 0.0489 -0.1343 -0.076
Cl 5.467691 5.875050 0.347635 1.1602 0.2052 -0.5172 -0.080
C -2.212188 -1.100601 -3.266218 -1.2362 1.6098 -0.5348 0.446
C 3.242775 0.308405 1.088078 0.1475 -0.2488 -0.3417 0.760
H 3.375508 1.936419 2.659610 -1.8537 0.0668 -0.5674 0.367
H -1.619065 -0.610211 -1.479093 0.5131 -0.3454 0.0979 0.369
O 4.385494 0.632724 1.381917 -0.9283 0.1643 0.2952 -0.650
Cl 3.348293 3.944278 -0.021901 0.4146 0.7027 0.8087 -0.086
Cl -0.924794 3.352844 3.538695 -0.3048 -0.4194 0.3798 -0.075
C -2.144814 -3.424640 -4.170471 1.0181 0.8729 0.3704 -0.905
H -1.663813 -4.352849 -4.261556 0.4510 -1.2433 0.3399 0.476
Cl 2.872673 6.571278 1.181928 -0.2153 -0.0530 0.0092 -0.098
H -3.651493 -3.089768 -6.807554 -0.0963 -0.4570 -0.4380 0.412
Cl 2.301741 -3.611346 5.449176 0.4454 -0.0567 0.2168 -0.098
Cl 4.171159 -2.154987 3.710794 0.3860 -0.4136 -0.1152 -0.064
Cl 1.878843 -3.673376 2.647115 0.3955 0.3004 -0.1154 -0.072
O 1.418411 -2.305069 -0.646705 -1.0602 0.9026 0.3534 -0.572
C -2.850249 -2.997015 -5.197616 -0.9862 -0.2789 -1.9577 0.159
C 2.535089 -2.682546 3.971562 -1.0477 0.1730 0.0904 0.288
C -3.472902 -1.613626 -5.276598 -0.4302 -0.4318 -1.8993 0.991
C -3.089026 -0.704998 -4.278566 1.7233 1.4656 2.8317 -0.788
C 2.890582 -0.833428 0.316029 0.4082 -0.2849 -0.2696 -0.655
Cl -1.494173 -1.950335 2.799939 -0.1668 -0.1194 0.1155 -0.028
H -3.394324 0.366290 -4.229827 -0.0322 -1.1482 -0.3390 0.400
O -0.618680 -0.507933 -0.003349 -0.3072 -0.2918 -0.5195 -0.546
H 0.443874 -2.322396 -0.711919 -0.2034 -0.5928 -0.6127 0.295
C 4.050949 5.256099 1.066115 -1.3119 -0.5085 -0.3194 0.339
Cl -4.293644 -1.854171 3.522466 0.0927 0.1163 -0.2908 -0.099
Cl -2.967279 4.192542 1.632658 0.0392 -0.2609 -0.1086 -0.092
Cl 4.375195 4.654888 2.684220 0.0022 -0.2929 -0.0208 -0.102
H -0.098798 1.558543 1.309813 0.9757 0.0879 0.2050 -0.037
C 2.056519 1.107547 1.554066 0.7857 1.6368 1.0455 0.423
C 0.826289 1.017390 1.056353 -1.4504 -1.5177 -1.0791 -0.481
O -4.193296 -1.381119 -6.259247 0.7465 -0.3387 1.1921 -0.661
O -1.849670 -0.214142 -2.335446 -0.6431 -0.1026 -0.8877 -0.423
C -3.120747 -1.492996 2.253933 0.4259 -0.3031 -0.4982 0.174
O 2.368768 2.002464 2.482291 1.7889 0.0788 0.6023 -0.528
Cl -3.088460 0.202024 1.824715 -0.3265 0.5247 0.3240 -0.035
O -1.052977 -2.896143 -2.153760 -0.7541 1.4539 -1.5871 -0.594
C -1.445024 4.593586 2.415495 0.1302 0.4144 0.3392 0.323
Cl -3.489419 -2.384529 0.748276 -0.1012 -0.1524 0.3822 -0.093
```
Positions in Å, forces in eV/Å.

* E_HOMO: -0.356 hartree
* orbital gap: 7.8 eV
* SMILES: O=C1C=C(O)C(=O)C=C1O.O=C1C=C(O)C(=O)C=C1O.ClC(Cl)(Cl)Cl.ClC(Cl)(Cl)Cl.ClC(Cl)(Cl)Cl.ClC(Cl)(Cl)Cl

***

This record from the Open Molecules 2025 dataset describes C16H8Cl5CoN2Se2 as an isolated structure. The level of theory is wB97M-V/def2-TZVPD.

```
34
Properties=species:S:1:pos:R:3:forces:R:3:mulliken_spin:R:1
C 2.122798 -2.355073 -1.733918 -0.0231 0.0007 -0.0092 0.001
N 0.825560 -1.400197 -0.001366 0.0608 0.0300 0.1818 -0.004
C -0.615615 3.215933 -1.332004 0.0231 0.0089 -0.0227 -0.004
Cl 1.909601 1.339830 1.874838 0.1269 0.1724 0.0132 0.020
C 0.927458 -2.539540 0.687636 -0.0296 -0.0690 -0.1291 0.009
C 2.248874 -3.525137 -1.006234 0.0133 -0.0123 -0.0255 0.000
C -3.736366 1.084785 3.923347 0.0031 0.0218 0.0030 -0.001
C -0.045947 1.366409 0.122130 -0.1830 0.3005 0.0346 -0.030
C 1.629587 -3.634567 0.235745 -0.0435 0.0178 0.0104 -0.002
C -2.421101 -0.455413 2.683477 -0.0308 0.0711 0.0084 -0.001
C -3.540662 -0.207175 3.451611 0.0082 -0.0371 -0.0121 0.003
H -2.913492 3.075978 3.987360 -0.0114 -0.0005 0.0035 0.000
C 1.002087 2.129479 0.593536 0.0313 -0.0856 0.0471 -0.055
Cl 2.613225 4.287840 0.801321 0.0026 0.0016 0.0043 0.000
C -2.801766 2.062454 3.631372 0.0126 -0.0005 -0.0027 0.000
C -1.700943 1.725406 2.863664 0.0775 0.0011 0.0205 -0.002
C 1.394706 -1.302430 -1.199474 -0.0388 0.0456 -0.0056 0.001
Cl -2.199751 0.997413 -1.416114 -0.0274 -0.0008 -0.0041 0.000
H 2.815877 -4.357143 -1.401515 -0.0023 -0.0002 -0.0023 0.000
H -0.940409 2.449171 2.601802 -0.0133 0.0099 -0.0019 -0.001
N -1.517923 0.490395 2.393631 -0.1293 -0.0813 -0.0983 -0.002
H -4.606482 1.315870 4.522670 0.0005 0.0000 0.0049 0.000
C 0.464616 3.952703 -0.832935 0.0200 0.0103 0.0012 0.000
C 1.293260 3.410343 0.153909 -0.0170 -0.0266 -0.0566 -0.006
Se 0.101437 -2.467584 2.439117 -0.0130 0.0185 0.0450 -0.009
H 1.689806 -4.537141 0.826698 -0.0034 0.0000 0.0013 0.000
Se -2.180339 -2.210572 1.904153 0.0558 0.0220 -0.0084 0.012
H -4.235386 -1.002876 3.680411 0.0003 0.0006 0.0014 0.000
Cl -1.635376 3.891991 -2.532596 0.0021 -0.0035 0.0038 -0.001
C -0.858033 1.932402 -0.842616 0.0648 -0.1152 0.0166 -0.053
H 2.579718 -2.249235 -2.706970 0.0042 0.0020 0.0015 0.000
H 1.257055 -0.361973 -1.716439 0.0360 -0.0020 -0.0045 0.000
Co -0.166849 -0.199398 1.167303 0.0276 -0.3062 -0.0151 1.126
Cl 0.778705 5.529483 -1.426024 -0.0048 0.0061 -0.0043 0.000
```
Positions in Å, forces in eV/Å.

* total charge: +1
* E_HOMO (spin up / spin down): -0.425 / -0.423 hartree
* ⟨S²⟩: 0.76
* multiplicity: 2
* orbital gap (spin up / spin down): 7.2 / 7.1 eV

***

Number 3 is which compound? C16H8Cl5CoN2Se2